Record 1
{"formula": "C4H7N2O2", "method": "ωB97M-V/def2-TZVPD", "elements": ["H", "H", "O", "N", "H", "C", "C", "N", "H", "H", "O", "C", "C", "H", "H"], "positions_angstrom": [[2.233015, -0.842211, -0.986286], [-1.675236, -1.103229, 0.352670], [-3.140086, -0.923005, -0.311912], [1.595324, 1.032714, -0.244604], [-3.608462, 1.064346, -0.832357], [0.408576, -1.011058, -0.081805], [-1.652692, 0.841324, 0.132937], [-0.924744, -0.400641, 0.519085], [-0.665590, -0.157979, 1.493351], [2.481988, 1.441995, -0.541353], [-1.317679, 1.951259, 0.303702], [-3.002393, 0.290942, -0.356506], [1.412857, -0.289920, -0.506921], [0.846040, 1.648202, 0.086521], [0.278138, -2.065030, -0.089079]], "forces_ev_per_angstrom": [[-0.27, 0.39, 0.34], [0.25, -0.32, 0.75], [-0.81, 2.16, -0.32], [0.48, 0.28, -0.70], [-0.79, -0.37, 0.10], [-3.06, -0.28, 0.10], [-0.50, -1.56, -0.25], [3.20, 0.83, 0.92], [-0.46, -0.87, -0.09], [-0.81, 0.02, 0.18], [0.36, 0.39, -0.10], [0.30, -0.93, -0.82], [1.25, 1.19, 0.55], [0.76, -0.45, -0.29], [0.10, -0.49, -0.38]], "lowdin_charge": [0.151, 0.114, 0.129, 0.106, 0.159, -0.021, -0.303, 0.129, 0.201, 0.124, 0.229, -0.028, -0.184, 0.088, 0.107], "gap_ev": 7.111, "charge": 1}

---

Record 2
{"formula": "C4H7N2O2", "method": "ωB97M-V/def2-TZVPD", "elements": ["H", "N", "H", "C", "C", "H", "H", "H", "O", "O", "C", "H", "C", "N", "H"], "positions_angstrom": [[-1.899215, -1.862020, -0.760751], [0.011585, 1.228639, 0.082463], [2.668603, -0.419935, 0.888268], [-2.066184, 0.186559, -0.270219], [2.150182, 0.282167, 0.281701], [2.321089, 1.258101, 0.405926], [-2.883152, 0.541072, -0.749619], [0.626575, -1.858714, 0.249916], [-1.373100, 1.376173, -0.012112], [-2.115403, -0.711150, 0.805982], [0.680133, 0.090218, 0.087971], [2.815804, -0.099645, -0.527341], [-1.383664, -1.093348, -0.315808], [0.100733, -1.087842, -0.135328], [0.346018, 2.169720, -0.031046]], "forces_ev_per_angstrom": [[0.10, -2.15, -1.68], [-1.19, -0.61, -0.10], [-0.38, -0.18, 2.20], [2.76, -0.09, 2.01], [-0.12, -3.98, -2.27], [1.17, 3.49, 1.05], [-2.92, 0.10, -1.53], [-0.41, -0.53, -0.23], [0.83, -0.47, -0.14], [-0.57, 0.71, 0.68], [0.66, 1.03, -0.54], [-1.20, 0.77, -0.91], [1.83, 1.23, 1.11], [-1.51, 0.75, 0.09], [0.95, -0.07, 0.25]], "lowdin_charge": [0.147, 0.155, 0.103, -0.194, 0.058, 0.052, 0.148, 0.176, 0.063, 0.123, -0.238, 0.136, -0.134, 0.209, 0.194], "gap_ev": 11.115, "charge": 1}

---

Record 3
{"formula": "C4H7N2S", "method": "ωB97M-V/def2-TZVPD", "elements": ["N", "C", "C", "H", "S", "N", "H", "C", "H", "H", "H", "H", "H", "C"], "positions_angstrom": [[-2.053547, -0.099680, 0.021247], [1.746854, 0.364796, -0.306042], [-0.883765, -0.390191, -0.112618], [-3.434139, 0.906537, 0.970560], [0.011962, -1.825100, -0.020693], [0.870132, 1.269496, 0.213168], [0.708376, 1.967462, -0.462925], [1.657532, -1.044774, 0.475240], [1.459375, -1.050858, 1.589846], [-3.816208, 0.409488, -0.815947], [2.828437, 0.644808, -0.236681], [1.745544, 0.208987, -1.568159], [2.328055, -1.852463, 0.143044], [-3.168605, 0.491498, 0.109962]], "forces_ev_per_angstrom": [[-0.98, 1.18, 0.03], [1.67, -3.16, -2.46], [2.75, 0.11, 0.77], [-1.35, 1.78, 3.60], [-0.11, 1.13, -0.53], [-1.48, -2.02, 0.94], [-0.68, 1.26, -1.17], [-1.51, 0.09, -0.32], [1.16, 0.73, -1.26], [0.53, 0.46, 1.36], [-0.49, 0.24, 0.59], [-0.36, 0.10, 3.25], [0.25, 0.73, 0.32], [0.61, -2.65, -5.12]], "lowdin_charge": [0.007, -0.399, -0.379, 0.065, 1.005, 0.151, 0.058, -0.345, 0.096, 0.148, 0.155, 0.195, 0.075, 0.166], "gap_ev": [6.730, 6.729], "charge": 1}

---

no.,calculated total energy (eV)
1,-11327.445
2,-11326.263
3,-18064.364